[1]
{"formula": "C10H19AgCl8NiO4", "method": "ωB97M-V/def2-TZVPD", "max_force_ev_per_a": 9.634, "s2": 3.77, "spin_multiplicity": 4, "charge": 1, "energy_ev": -164076.199, "homo_ev": [-12.768, -12.767], "lumo_energy_ev": [-6.3, -8.1], "de_lowest_kcal_mol": 7.02, "species": ["Ag", "Ni", "Cl", "Cl", "Cl", "Cl", "Cl", "Cl", "Cl", "Cl", "O", "O", "O", "O", "C", "C", "C", "C", "C", "C", "C", "C", "C", "C", "H", "H", "H", "H", "H", "H", "H", "H", "H", "H", "H", "H", "H", "H", "H", "H", "H", "H", "H"], "coordinates": [[0.540194, 2.138592, -2.499693], [-1.760887, 1.838141, 0.043103], [-4.154597, -4.238652, 0.233411], [1.556133, -0.226826, -4.320832], [1.220095, -3.356019, -5.207766], [2.582621, 2.507901, 4.559536], [2.428370, -1.962824, 3.971662], [-0.383809, -3.429070, 2.706441], [-1.319531, -2.694668, -1.068579], [4.785434, 2.572294, 2.220136], [1.436474, 0.839793, -0.894752], [-1.106359, 3.372582, -1.383799], [-0.580831, 0.628378, -1.189390], [-0.111751, 0.784754, 0.618605], [0.860589, -1.202953, 3.682355], [3.085743, 2.066072, 2.048713], [2.092864, 2.872380, 2.891423], [-1.641812, 4.649105, -1.666312], [-4.078310, -2.661634, -0.564931], [0.370805, 0.407295, -0.430764], [-2.744008, -1.936298, -0.305007], [1.615516, -1.647014, -3.227116], [0.645585, -2.710302, -3.674356], [0.187989, -1.771951, 2.450631], [-2.877723, -0.966711, -0.784694], [-0.705977, -1.194514, 2.215093], [-4.238762, -2.924685, -1.610476], [1.466620, -1.381545, -2.180482], [-2.165720, 5.113713, -0.830995], [0.575274, -3.531658, -2.961241], [2.982104, 1.040686, 2.403592], [2.064002, 3.956455, 2.781775], [-0.338404, -2.288261, -3.878690], [2.867969, 2.004324, 0.982469], [1.043361, -0.158825, 3.428405], [0.907908, -1.788832, 1.632382], [-5.046330, -2.182162, -0.419550], [2.637344, -2.012916, -3.327456], [0.225224, -1.273497, 4.565211], [-2.480963, 4.687313, -2.360903], [1.096634, 2.475128, 2.696955], [-0.919872, 5.337351, -2.105874], [-2.619205, -1.750438, 0.761760]], "forces_ev_per_angstrom": [[-0.111, 0.152, -0.670], [2.242, 1.122, -2.212], [0.076, -0.160, 0.453], [-0.291, 0.505, 0.453], [0.062, -0.478, -0.533], [-0.558, 0.200, 0.560], [0.050, -0.045, 0.122], [-0.060, -0.302, -0.049], [-0.458, 0.122, 0.538], [-0.332, -0.006, -0.067], [3.419, -2.180, -0.115], [-0.648, -1.777, 1.255], [-5.483, -2.238, -7.599], [-0.317, -0.772, 9.535], [-0.285, 0.339, -0.579], [-0.330, -0.131, -0.332], [0.700, -0.375, -0.225], [-1.033, 0.641, -0.079], [-0.002, -1.153, -1.094], [0.851, 5.787, -0.808], [-1.664, 0.549, -0.275], [0.480, -0.510, 0.302], [-0.143, 0.332, -0.333], [-0.023, -0.299, 0.407], [0.258, 0.211, -0.173], [0.229, 0.141, -0.100], [0.850, 0.147, -0.301], [-0.150, 0.377, -0.247], [0.712, 0.088, 0.687], [0.081, 0.142, 0.014], [0.365, -0.046, 0.101], [0.331, -0.156, -0.236], [0.012, -0.095, 0.287], [-0.130, 0.511, 0.005], [0.108, 0.162, 0.380], [-0.204, 0.049, -0.114], [0.532, 0.812, 1.023], [-0.086, -0.013, 0.084], [0.186, -0.058, -0.043], [0.012, -0.925, -0.635], [-0.051, -0.059, 0.178], [0.406, -0.136, 0.445], [0.397, -0.474, -0.012]]}



[2]
{"formula": "C48H67N7O6PSiSr", "method": "ωB97M-V/def2-TZVPD", "max_force_ev_per_a": 2.709, "charge": -1, "energy_ev": -91587.541, "homo_ev": -2.775, "lumo_energy_ev": 0.7, "de_lowest_kcal_mol": 53.16, "species": ["Sr", "P", "Si", "O", "O", "O", "O", "O", "O", "N", "N", "N", "N", "N", "N", "N", "C", "C", "C", "C", "C", "C", "C", "C", "C", "C", "C", "C", "C", "C", "C", "C", "C", "C", "C", "C", "C", "C", "C", "C", "C", "C", "C", "C", "C", "C", "C", "C", "C", "C", "C", "C", "C", "C", "C", "C", "C", "C", "C", "C", "C", "C", "C", "C", "H", "H", "H", "H", "H", "H", "H", "H", "H", "H", "H", "H", "H", "H", "H", "H", "H", "H", "H", "H", "H", "H", "H", "H", "H", "H", "H", "H", "H", "H", "H", "H", "H", "H", "H", "H", "H", "H", "H", "H", "H", "H", "H", "H", "H", "H", "H", "H", "H", "H", "H", "H", "H", "H", "H", "H", "H", "H", "H", "H", "H", "H", "H", "H", "H", "H", "H"], "coordinates": [[-0.363817, 0.436114, 0.926475], [-0.372462, 3.960830, -0.132071], [-2.634967, 0.550087, 2.949975], [-1.458951, 4.466525, 0.924640], [0.887780, 4.849985, 0.276156], [4.286067, -6.774419, -3.265585], [5.588537, -7.279870, -1.568290], [-0.109705, 2.507713, 0.229212], [-0.815770, 4.225791, -1.528885], [-5.238017, -9.017848, -2.751890], [1.987412, 0.341556, 2.513558], [-0.651807, -2.280235, 1.003634], [-0.234417, -1.648520, -2.007518], [-4.037436, 1.086641, -3.125967], [-2.114830, 0.904745, -1.057301], [3.218137, -1.695924, 0.552265], [3.525210, -1.493035, 1.941722], [-2.931845, 2.124511, -3.034262], [-2.369126, -4.681452, -1.354796], [-1.661712, 6.797664, 0.104863], [-1.498637, -2.935216, -3.435713], [-1.758394, -5.743494, -2.014635], [-3.843171, -6.936180, -2.064614], [-2.902497, 2.294740, 3.702482], [-3.249540, -0.009495, -1.092360], [-1.293690, -3.350536, 0.366341], [-0.727017, -2.075585, -4.203768], [2.801761, -0.554828, -0.276395], [-1.755412, 1.448331, -2.365947], [-1.029432, -3.954616, 2.522714], [2.133570, 4.947715, -0.473559], [-1.151998, -2.675641, -2.077566], [3.084437, 0.283317, 5.100113], [-3.721079, -4.763155, -1.048214], [2.845912, -3.357811, -1.168014], [3.917170, 0.092327, -1.113654], [-0.935200, 6.265086, 2.462644], [3.216595, -4.517204, -1.805210], [-4.460751, -5.880877, -1.404060], [-3.260953, 5.776877, 1.712083], [-1.570874, -3.472802, -0.974173], [4.590715, -3.701944, 0.453708], [4.784748, -6.514389, -2.025986], [3.508047, -0.604295, 4.177721], [0.044077, -1.338548, -3.269506], [-4.464569, 0.614807, -1.752895], [3.124654, 5.518523, 0.522824], [-0.502755, -2.644920, 2.251781], [-1.801349, 5.835787, 1.285003], [-2.485352, -6.869642, -2.363491], [-2.522411, -0.531894, 4.522190], [3.551395, -2.887674, -0.039608], [2.107344, 1.270448, 4.756096], [-4.619254, -8.100540, -2.445305], [2.612123, 3.576570, -0.946720], [-4.444174, 0.158401, 2.369728], [4.947910, -4.864139, -0.201009], [1.929426, 5.897290, -1.648361], [4.356680, -0.717450, -2.339610], [1.627113, 1.219632, 3.481068], [4.293615, -5.291590, -1.352347], [2.993681, -0.591040, 2.809673], [5.117682, 0.439888, -0.241461], [-1.542999, -4.393600, 1.345443], [0.862289, 1.945128, 3.184304], [3.489005, 0.248160, 6.105774], [-2.280879, 6.467172, -0.732674], [-2.482742, -1.600349, 4.268735], [1.089871, 5.557510, -2.259928], [-0.629154, 6.858569, -0.244025], [-1.984323, 7.792044, 0.419429], [-1.247361, 7.253436, 2.809700], [0.116285, 6.300087, 2.177548], [-4.519768, -0.850459, 1.932831], [-1.010046, -4.470480, 3.471107], [5.613288, -0.469831, 0.105719], [-2.186482, -3.690477, -3.789896], [2.453330, 0.198010, 0.444513], [-3.291773, 2.961148, -2.437367], [1.972479, -0.848836, -0.924204], [3.719621, -6.044236, -3.536076], [-3.513065, -0.323663, -0.080149], [1.719996, 6.909909, -1.290310], [-3.380141, -0.373166, 5.189343], [-5.150122, 0.205598, 3.212739], [-5.292266, -0.082778, -1.867012], [1.924276, 3.154268, -1.686465], [-2.051236, 2.570181, 4.342714], [2.744213, 6.457214, 0.932677], [0.799101, -0.592598, -3.498624], [1.985303, -2.806430, -1.513853], [-0.020539, -1.981529, 2.967099], [-2.703006, 2.464602, -4.042176], [-2.007233, -7.701560, -2.863576], [-1.050477, 5.549966, 3.280767], [2.833315, 5.926180, -2.262273], [-2.944184, -0.903209, -1.650628], [3.501206, -1.035005, -2.942086], [-3.383121, 5.141441, 2.588960], [-4.827531, 1.432489, -3.658650], [3.483443, 1.030494, -1.482770], [-4.191592, -3.944025, -0.517233], [1.756622, 2.010183, 5.461382], [5.845717, 1.032740, -0.804478], [-4.796804, 1.495395, -1.206317], [4.815403, 1.006822, 0.643151], [4.910519, -1.616305, -2.052406], [-4.789928, 0.880741, 1.612667], [4.175606, -2.237120, 2.370664], [-2.010256, -5.347416, 1.155212], [-2.953635, 3.039618, 2.903102], [-3.649427, 0.280242, -3.622140], [-3.818738, 2.364343, 4.307498], [-5.514720, -5.943968, -1.168281], [5.014136, -0.111998, -2.972519], [-0.972822, 2.191714, -2.253190], [-1.607324, -0.295696, 5.079599], [-0.678500, -2.012741, -5.282266], [5.774543, -5.462671, 0.161331], [4.252806, -1.350189, 4.435517], [4.080441, 5.710859, 0.029617], [-3.613879, 6.782712, 1.953735], [-0.699382, -5.682871, -2.239982], [2.673193, 2.888091, -0.100068], [-2.241763, 1.672290, -0.399179], [3.598677, 3.667242, -1.402767], [-3.873840, 5.374060, 0.900299], [2.596922, -4.840252, -2.639852], [5.142502, -3.399013, 1.331588], [3.283138, 4.817924, 1.345649], [-1.404550, 0.638809, -2.994941]], "forces_ev_per_angstrom": [[1.371, -2.290, 0.460], [-0.103, -0.191, 0.083], [-0.527, 0.218, 0.158], [-0.004, 0.194, 0.271], [0.398, 0.100, -0.010], [-0.088, 0.026, -0.101], [0.227, -0.146, 0.196], [-0.041, 1.942, -0.594], [-0.034, -0.067, -0.215], [-0.096, -0.130, -0.045], [-0.338, -0.049, -0.064], [-0.007, 0.014, -0.242], [0.164, -0.223, 0.101], [0.126, 0.074, 0.217], [-0.126, 0.079, -0.135], [-0.082, 0.066, 0.304], [0.110, -0.154, -0.552], [-0.034, -0.081, 0.065], [0.097, 0.058, 0.020], [0.105, -0.166, -0.068], [0.038, -0.001, 0.039], [0.048, -0.132, -0.045], [-0.202, -0.274, -0.105], [0.046, 0.097, 0.128], [0.200, 0.106, -0.026], [-0.095, -0.080, 0.220], [0.026, 0.083, 0.100], [0.039, -0.091, 0.360], [-0.164, -0.034, 0.328], [0.031, 0.033, 0.068], [-0.054, -0.088, -0.015], [-0.124, 0.066, -0.049], [-0.069, 0.098, 0.021], [-0.133, -0.024, 0.018], [0.087, 0.080, -0.091], [0.059, -0.104, -0.045], [0.076, -0.137, -0.030], [-0.126, -0.024, -0.012], [-0.088, 0.107, 0.064], [-0.078, -0.044, -0.039], [-0.022, 0.002, -0.099], [0.044, -0.249, 0.001], [-0.188, 0.149, 0.007], [-0.048, 0.010, -0.035], [-0.099, 0.249, -0.126], [0.086, 0.073, -0.041], [0.041, 0.066, 0.114], [0.115, 0.098, 0.119], [-0.048, -0.031, -0.189], [0.152, -0.011, -0.022], [0.089, -0.202, 0.024], [-0.073, 0.109, 0.058], [0.163, -0.082, 0.061], [0.323, 0.444, 0.150], [-0.326, -0.050, 0.079], [-0.136, -0.115, -0.039], [0.077, 0.062, 0.128], [-0.109, -0.019, -0.049], [0.002, 0.007, 0.088], [-0.031, -0.101, -0.304], [-0.002, -0.037, -0.131], [-0.393, 0.423, 0.301], [0.049, 0.100, 0.009], [0.016, 0.142, -0.042], [0.044, -0.056, -0.011], [0.003, -0.010, 0.010], [0.055, 0.028, 0.066], [-0.015, 0.129, 0.063], [0.091, 0.032, 0.059], [-0.076, -0.007, 0.049], [-0.003, -0.009, 0.003], [0.017, -0.037, -0.007], [-0.037, 0.009, -0.005], [-0.020, 0.148, 0.072], [0.019, 0.050, -0.042], [-0.015, 0.020, 0.013], [0.043, 0.060, 0.004], [0.036, -0.160, -0.309], [-0.102, -0.001, -0.011], [-0.089, 0.035, -0.003], [-0.023, 0.033, -0.040], [0.074, 0.043, -0.003], [0.000, -0.077, -0.021], [0.050, 0.008, -0.039], [0.058, 0.002, -0.112], [0.003, -0.028, -0.071], [0.067, 0.037, 0.061], [-0.132, -0.026, -0.103], [0.035, -0.030, -0.024], [-0.068, 0.021, 0.018], [-0.107, 0.028, -0.068], [-0.060, -0.079, -0.037], [-0.016, -0.031, -0.040], [0.013, 0.023, -0.001], [0.011, 0.051, -0.043], [-0.024, 0.023, 0.037], [0.031, -0.021, 0.033], [0.014, 0.019, 0.021], [0.004, -0.003, -0.025], [-0.124, 0.069, -0.052], [-0.039, -0.040, 0.003], [0.005, -0.028, -0.001], [-0.015, -0.024, -0.012], [-0.016, -0.041, 0.028], [-0.069, 0.058, -0.019], [0.016, -0.029, -0.032], [-0.060, 0.074, 0.000], [0.038, -0.073, 0.078], [0.043, 0.170, -0.040], [0.025, 0.021, -0.021], [-0.014, -0.005, 0.052], [-0.011, -0.071, -0.080], [0.089, -0.014, -0.035], [0.000, 0.021, 0.011], [-0.030, -0.031, 0.042], [0.100, 0.035, 0.065], [-0.084, -0.041, -0.034], [0.006, -0.011, 0.057], [-0.008, 0.022, 0.022], [-0.018, 0.018, -0.034], [-0.023, -0.008, 0.041], [-0.006, -0.054, 0.001], [-0.081, -0.009, -0.002], [0.016, 0.035, -0.066], [-0.262, 0.032, -0.035], [0.021, 0.027, 0.004], [0.044, 0.049, 0.061], [0.039, 0.042, 0.010], [0.042, -0.081, -0.120], [-0.004, 0.040, -0.050], [0.186, -0.325, -0.136]]}